# 1
A molecular structure, C17H20N2O4S2 at a distorted geometry, computed with wB97M-V/def2-TZVPD.

Each line ends with the Löwdin charge.
CARTESIAN COORDINATES (ANGSTROEM)
C1 1.809 5.596 2.794  -0.032
H1 1.232 5.708 1.794  0.125
O1 1.363 4.421 3.516  -0.009
C2 1.315 3.311 3.041  -0.555
C3 0.943 2.438 3.831  -0.045
C4 0.628 1.128 3.557  -0.039
C5 0.913 0.842 2.310  -0.099
C6 1.645 1.589 1.385  0.056
C7 1.775 2.908 1.855  0.037
H2 2.081 3.697 1.077  0.148
H3 1.778 1.234 0.501  0.036
N1 1.008 -0.765 1.896  -0.238
S1 0.051 -1.657 2.430  0.539
O2 -0.378 -2.908 1.592  -0.355
O3 -1.097 -1.173 3.088  -0.307
C8 0.857 -2.421 3.931  -0.115
H4 1.729 -2.885 3.301  0.075
H5 1.264 -1.627 4.514  0.025
H6 0.331 -3.329 4.340  0.082
C9 1.641 -1.167 0.801  -0.184
H7 1.922 -2.256 0.856  0.162
H8 2.621 -0.735 0.993  0.148
C10 1.121 -0.939 -0.618  -0.599
O4 1.659 -0.152 -1.349  0.087
N2 0.182 -1.643 -0.866  0.175
C11 -0.880 -1.384 -2.049  -0.015
C12 -0.510 -0.446 -3.188  -0.008
C13 -1.446 -0.744 -4.172  -0.443
C14 -2.711 -1.176 -4.031  -0.165
C15 -3.015 -1.936 -3.003  -0.050
C16 -2.048 -2.146 -1.894  0.027
H9 -2.180 -2.592 -1.028  0.052
H10 -3.919 -2.555 -2.933  0.115
H11 -3.289 -1.127 -4.963  0.093
S2 -0.898 0.452 -5.568  0.798
C17 -2.366 0.014 -6.726  -0.392
H12 -1.834 0.718 -7.699  0.099
H13 -3.448 0.665 -6.276  0.144
H14 -2.420 -0.874 -7.003  -0.107
H15 0.314 -0.140 -3.010  -0.028
H16 -0.525 -1.905 -0.166  0.106
H17 0.017 0.326 4.396  0.215
H18 0.489 2.680 5.029  0.219
H19 2.949 5.537 2.507  0.116
H20 1.975 6.436 3.536  0.105

Energy above the lowest of the compared OMol25 structures with the same formula, charge and spin ... 381.15 kcal/mol
LUMO energy ... 0.0184 Ha
Calculated total energy ... -1866.08150 Eh
HOMO energy ... -8.3338 eV
HOMO-LUMO gap ... 8.8 eV

# 2
A molecular structure, C50H61O4PbS5, computed with wB97M-V/def2-TZVPD.

Each line ends with the Löwdin charge.
CARTESIAN COORDINATES (ANGSTROEM)
Pb1 -0.083 0.943 0.105  1.851
C1 3.080 -0.799 -1.785  -0.035
O1 1.959 -0.023 -1.349  -0.241
C2 2.093 1.359 -1.436  -0.327
C3 2.794 2.054 -0.430  -0.153
C4 3.406 1.349 0.770  -0.048
C5 2.501 0.709 1.828  -0.137
C6 2.977 -0.438 2.465  0.031
C7 2.254 -1.110 3.440  -0.151
C8 0.988 -0.616 3.755  0.008
C9 0.450 0.492 3.133  -0.163
C10 -0.946 0.990 3.462  -0.061
C11 -2.078 0.918 2.418  -0.143
C12 -3.006 1.963 2.447  0.039
C13 -4.012 2.108 1.506  -0.138
C14 -4.051 1.194 0.451  0.025
C15 -3.177 0.128 0.363  -0.155
C16 -3.285 -0.832 -0.817  -0.038
C17 -2.209 -0.874 -1.898  -0.103
C18 -1.967 -2.045 -2.575  -0.007
C19 -0.948 -2.168 -3.542  -0.135
C20 -0.122 -1.046 -3.801  0.027
C21 -0.325 0.156 -3.197  -0.117
C22 0.497 1.383 -3.509  -0.049
C23 1.408 2.026 -2.458  -0.136
C24 1.562 3.411 -2.533  0.037
C25 2.328 4.126 -1.623  -0.136
C26 2.910 3.425 -0.568  0.033
C27 2.517 5.638 -1.712  -0.556
C28 1.798 6.242 -2.918  -0.064
C29 1.965 6.291 -0.437  -0.036
C30 4.017 5.942 -1.838  -0.039
C31 -1.466 0.301 -2.296  -0.385
O2 -1.718 1.427 -1.786  -0.050
C32 -0.713 -3.443 -4.333  -0.547
C33 -1.035 -3.143 -5.810  -0.026
C34 0.756 -3.882 -4.220  -0.038
C35 -1.598 -4.595 -3.864  -0.049
C36 -2.247 -0.044 1.409  -0.326
O3 -1.428 -1.166 1.331  -0.227
C37 -1.698 -2.161 2.319  -0.038
C38 -5.035 3.240 1.554  -0.556
C39 -4.830 4.152 2.763  -0.062
C40 -4.916 4.087 0.279  -0.038
C41 -6.442 2.630 1.637  -0.039
C42 1.254 1.234 2.226  -0.439
O4 0.735 2.318 1.627  -0.235
C43 2.751 -2.379 4.118  -0.548
C44 2.800 -2.170 5.637  -0.035
C45 1.781 -3.518 3.792  -0.036
C46 4.144 -2.782 3.639  -0.056
H1 3.794 -0.168 -2.316  0.113
H2 2.705 -1.577 -2.450  0.079
H3 3.564 -1.263 -0.926  0.080
H4 4.067 2.063 1.269  0.135
H5 4.058 0.554 0.403  0.112
H6 3.943 -0.818 2.156  0.113
H7 0.387 -1.134 4.494  0.116
H8 -0.849 2.056 3.679  0.125
H9 -1.289 0.516 4.386  0.132
H10 -2.890 2.703 3.227  0.117
H11 -4.772 1.331 -0.345  0.124
H12 -4.233 -0.612 -1.314  0.138
H13 -3.375 -1.852 -0.433  0.120
H14 -2.550 -2.919 -2.317  0.113
H15 0.697 -1.149 -4.502  0.126
H16 -0.222 2.164 -3.768  0.130
H17 1.084 1.189 -4.411  0.138
H18 1.039 3.933 -3.322  0.115
H19 3.447 3.966 0.201  0.127
H20 0.718 6.095 -2.861  0.089
H21 2.159 5.821 -3.858  0.089
H22 1.982 7.316 -2.945  0.090
H23 0.913 6.041 -0.294  0.093
H24 2.052 7.376 -0.509  0.090
H25 2.510 5.972 0.451  0.081
H26 4.432 5.491 -2.742  0.093
H27 4.579 5.565 -0.983  0.080
H28 4.174 7.020 -1.892  0.090
H29 -0.403 -2.350 -6.208  0.085
H30 -2.077 -2.843 -5.931  0.096
H31 -0.867 -4.041 -6.407  0.094
H32 1.440 -3.146 -4.644  0.080
H33 0.898 -4.814 -4.769  0.096
H34 1.035 -4.048 -3.178  0.048
H35 -2.660 -4.365 -3.963  0.094
H36 -1.389 -4.854 -2.824  0.054
H37 -1.395 -5.477 -4.472  0.097
H38 -2.718 -2.536 2.198  0.107
H39 -1.576 -1.766 3.325  0.089
H40 -0.979 -2.962 2.156  0.064
H41 -3.862 4.656 2.733  0.090
H42 -4.908 3.603 3.703  0.090
H43 -5.601 4.923 2.767  0.090
H44 -3.905 4.483 0.167  0.092
H45 -5.609 4.928 0.326  0.090
H46 -5.155 3.511 -0.615  0.079
H47 -6.553 2.027 2.540  0.093
H48 -6.658 1.997 0.776  0.079
H49 -7.190 3.424 1.663  0.090
H50 1.819 -1.922 6.043  0.079
H51 3.485 -1.359 5.893  0.095
H52 3.147 -3.079 6.132  0.090
H53 0.779 -3.319 4.179  0.081
H54 2.130 -4.453 4.233  0.094
H55 1.706 -3.653 2.712  0.061
H56 4.881 -2.003 3.843  0.093
H57 4.159 -3.000 2.570  0.065
H58 4.462 -3.684 4.163  0.091
C47 -2.060 -5.191 0.051  -0.384
S1 -0.955 -5.913 1.275  0.907
C48 0.662 -5.497 0.842  -0.974
C49 1.180 -4.435 0.081  -1.099
S2 0.348 -3.176 -0.632  0.774
S3 2.938 -4.444 -0.024  0.891
C50 3.271 -5.791 1.014  -1.490
S4 4.745 -6.310 1.435  0.649
S5 1.808 -6.575 1.560  0.927
H59 -3.018 -5.665 0.260  0.049
H60 -1.737 -5.450 -0.953  0.021
H61 -2.131 -4.113 0.161  -0.011

Energy above the lowest of the compared OMol25 structures with the same formula, charge and spin ... 33.80 kcal/mol
LUMO energy (alpha / beta) ... -0.1689 / -0.1794 Ha
Calculated total energy ... -4426.39498 Eh
Charge ... +1
HOMO energy (alpha / beta) ... -10.2841 / -10.1708 eV
HOMO-LUMO gap (alpha / beta) ... 5.7 / 5.3 eV

# 3
A molecular structure, C6H12O3 at a distorted geometry, computed with wB97M-V/def2-TZVPD.

Each line ends with the Löwdin charge.
CARTESIAN COORDINATES (ANGSTROEM)
C1 -0.786 0.667 2.154  -0.094
C2 -1.865 -0.678 -1.147  0.023
C3 -0.994 -0.905 0.057  -0.447
O1 -0.876 0.654 0.738  -0.213
O2 -1.041 -1.852 0.781  0.102
H1 -1.659 1.172 2.567  0.087
H2 0.123 1.194 2.454  0.072
H3 -0.721 -0.338 2.580  0.088
H4 -1.860 -1.565 -1.780  0.095
H5 -2.875 -0.472 -0.802  0.101
H6 -1.539 0.181 -1.729  0.080
C4 1.434 -1.237 -1.323  -0.053
C5 0.761 1.014 -0.211  -0.158
C6 1.720 1.688 0.425  0.001
O3 0.788 -0.569 -0.246  -0.203
H7 0.399 1.337 -1.179  0.119
H8 1.180 -2.296 -1.259  0.102
H9 2.503 -1.111 -1.149  0.096
H10 1.142 -0.877 -2.314  0.094
H11 2.036 2.634 0.014  0.052
H12 2.128 1.359 1.369  0.056

Energy above the lowest of the compared OMol25 structures with the same formula, charge and spin ... 119.02 kcal/mol
LUMO energy ... 0.0306 Ha
Calculated total energy ... -461.37627 Eh
HOMO energy ... -8.3784 eV
HOMO-LUMO gap ... 9.2 eV

# 4
A single C4H6O2 molecule at a distorted geometry, computed with wB97M-V/def2-TZVPD.

Each line ends with the Löwdin charge.
CARTESIAN COORDINATES (ANGSTROEM)
O1 -1.012 -1.575 -0.072  0.174
C1 -0.552 -0.524 0.040  -0.517
C2 -1.255 0.733 -0.104  -0.132
C3 0.029 1.463 -0.118  -0.125
C4 0.686 0.132 0.435  -0.308
O2 1.885 -0.351 -0.204  -0.034
H1 -1.669 0.749 0.997  0.181
H2 -1.825 1.076 -0.939  0.119
H3 0.527 1.419 -1.309  0.205
H4 0.133 2.318 0.461  0.076
H5 0.566 0.407 1.620  0.206
H6 1.838 -1.387 -0.143  0.155

Energy above the lowest of the compared OMol25 structures with the same formula, charge and spin ... 82.30 kcal/mol
SMILES ... O=C1CC[C@@H]1O
LUMO energy ... 0.0214 Ha
Calculated total energy ... -306.37514 Eh
HOMO energy ... -9.5237 eV
HOMO-LUMO gap ... 10.1 eV

# 5
A gas-phase ion, C7H4N2O2S (charge -2) at a distorted geometry, computed with wB97M-V/def2-TZVPD.

Each line ends with the Löwdin charge.
CARTESIAN COORDINATES (ANGSTROEM)
O1 -1.020 2.665 0.573  -0.043
C1 -0.410 3.749 0.306  -0.756
O2 -0.521 4.763 0.992  -0.073
N1 0.432 3.734 -0.862  0.075
C2 0.433 2.546 -1.390  -0.859
S1 1.242 2.141 -2.890  0.252
C3 -0.183 1.394 -0.656  -0.331
C4 0.832 0.744 0.039  -0.108
C5 0.543 -0.448 0.708  -0.108
C6 -0.614 -1.146 0.276  -0.265
N2 -1.517 -0.613 -0.519  0.000
C7 -1.257 0.535 -1.035  -0.156
H1 1.665 1.422 0.437  0.136
H2 1.323 -0.786 1.367  0.064
H3 -0.630 -2.299 0.359  0.080
H4 -1.964 0.714 -1.816  0.091

Energy above the lowest of the compared OMol25 structures with the same formula, charge and spin ... 0.00 kcal/mol
SMILES ... [O-]C([O-])=NC(=S)c1cccnc1
LUMO energy ... 0.2151 Ha
Calculated total energy ... -927.29022 Eh
Charge ... -2
HOMO energy ... -0.0381 eV
HOMO-LUMO gap ... 5.9 eV

# 6
A molecular structure, C32H45N6O12SiTi at a distorted geometry, computed with wB97M-V/def2-TZVPD.

Each line ends with the Löwdin charge.
CARTESIAN COORDINATES (ANGSTROEM)
Ti1 -1.969 -0.588 0.009  1.213
O1 -3.557 -1.371 -3.589  0.094
C1 -3.058 -0.870 -2.612  -0.524
O2 -2.572 -1.492 -1.564  -0.087
C2 -2.999 0.637 -2.439  -0.144
C3 -3.483 1.611 -3.283  0.033
C4 -3.502 2.920 -2.814  -0.027
C5 -3.093 3.216 -1.516  0.026
C6 -2.628 2.180 -0.737  -0.145
N1 -2.556 0.956 -1.237  0.050
C7 -2.303 2.194 0.747  -0.534
O3 -2.273 3.228 1.377  0.088
O4 -2.117 0.988 1.198  -0.112
H1 -3.856 1.339 -4.262  0.126
H2 -3.877 3.713 -3.450  0.108
H3 -3.151 4.212 -1.096  0.125
O5 -5.720 0.235 1.744  0.061
C8 -4.701 -0.292 1.330  -0.574
O6 -4.179 -0.252 0.158  -0.063
C9 -3.915 -1.218 2.240  -0.138
C10 -4.329 -1.712 3.458  0.024
C11 -3.558 -2.696 4.067  -0.033
C12 -2.416 -3.177 3.435  0.003
C13 -2.060 -2.611 2.233  -0.155
N2 -2.788 -1.644 1.681  0.095
C14 -0.917 -3.030 1.331  -0.575
O7 -0.209 -3.972 1.629  0.071
O8 -0.867 -2.287 0.279  -0.093
H4 -5.248 -1.337 3.890  0.122
H5 -3.862 -3.107 5.022  0.108
H6 -1.812 -3.977 3.841  0.123
C15 4.182 -1.349 -1.953  -0.034
C16 3.144 -1.643 -0.872  -0.621
C17 3.150 -3.116 -0.502  -0.018
C18 3.445 -0.787 0.357  -0.022
O9 1.839 -1.380 -1.392  -0.077
Si1 0.812 -0.140 -1.580  0.090
O10 -0.283 0.071 -0.409  -0.271
O11 -0.058 -0.353 -2.962  -0.093
C19 0.231 -1.034 -4.194  -0.616
C20 -0.852 -0.606 -5.173  -0.025
C21 1.590 -0.609 -4.747  -0.020
C22 0.165 -2.541 -3.958  -0.005
O12 1.785 1.184 -1.752  -0.098
C23 1.477 2.576 -1.834  -0.631
C24 0.359 2.818 -2.849  -0.016
C25 2.759 3.254 -2.296  -0.034
C26 1.070 3.094 -0.457  -0.012
H7 5.190 -1.483 -1.553  0.082
H8 4.070 -0.318 -2.298  0.082
H9 4.056 -2.024 -2.803  0.082
H10 4.120 -3.405 -0.086  0.088
H11 2.946 -3.725 -1.387  0.086
H12 2.367 -3.315 0.235  0.085
H13 4.509 -0.834 0.594  0.090
H14 2.896 -1.143 1.228  0.063
H15 3.181 0.256 0.157  0.079
H16 -0.868 0.486 -5.255  0.086
H17 -1.836 -0.949 -4.849  0.061
H18 -0.642 -1.029 -6.159  0.088
H19 1.592 0.463 -4.966  0.081
H20 1.805 -1.156 -5.668  0.087
H21 2.378 -0.810 -4.025  0.060
H22 -0.830 -2.811 -3.596  0.092
H23 0.892 -2.833 -3.198  0.078
H24 0.367 -3.083 -4.885  0.086
H25 0.641 2.413 -3.825  0.082
H26 0.167 3.888 -2.947  0.091
H27 -0.562 2.320 -2.535  0.065
H28 3.067 2.851 -3.264  0.085
H29 3.557 3.069 -1.573  0.084
H30 2.609 4.334 -2.390  0.085
H31 0.294 2.456 -0.038  0.055
H32 0.690 4.117 -0.517  0.095
H33 1.924 3.079 0.227  0.090
C27 -0.586 -0.149 4.682  -0.169
N3 -0.249 0.030 3.273  -0.071
C28 0.163 1.419 3.059  -0.160
N4 1.313 1.784 3.908  -0.079
C29 0.942 1.559 5.306  -0.185
N5 0.548 0.167 5.572  -0.088
C30 1.673 -0.699 5.191  -0.183
N6 2.069 -0.531 3.791  -0.078
C31 0.889 -0.836 2.961  -0.169
C32 2.419 0.879 3.582  -0.175
H34 -0.885 -1.185 4.853  0.112
H35 -1.421 0.509 4.933  0.129
H36 -0.674 2.084 3.272  0.123
H37 0.442 1.539 2.012  0.110
H38 0.108 2.215 5.561  0.122
H39 1.793 1.808 5.943  0.117
H40 1.384 -1.740 5.351  0.122
H41 2.527 -0.466 5.832  0.117
H42 0.623 -1.880 3.135  0.121
H43 1.128 -0.703 1.908  0.104
H44 2.694 1.022 2.536  0.111
H45 3.277 1.125 4.212  0.119

Energy above the lowest of the compared OMol25 structures with the same formula, charge and spin ... 5.44 kcal/mol
LUMO energy ... 0.0761 Ha
Calculated total energy ... -3617.38335 Eh
Charge ... -1
HOMO energy ... -6.2207 eV
HOMO-LUMO gap ... 8.3 eV

# 7
A molecular structure, C3H4KO3 at a distorted geometry, computed with wB97M-V/def2-TZVPD.

Each line ends with the Löwdin charge.
CARTESIAN COORDINATES (ANGSTROEM)
O1 -1.810 1.210 0.033  -0.026
C1 -1.780 0.019 0.242  -0.189
C2 -0.650 -0.883 -0.140  -0.093
H1 -0.507 -1.648 0.638  0.147
H2 -0.811 -1.328 -1.132  0.162
H3 -2.691 -0.637 0.074  0.160
K1 0.317 2.619 -0.069  1.012
O2 0.467 0.042 -0.139  -0.211
C3 1.665 -0.414 0.181  -0.112
O3 2.446 0.628 0.042  0.024
H4 3.355 0.393 0.270  0.127

Energy above the lowest of the compared OMol25 structures with the same formula, charge and spin ... 69.91 kcal/mol
LUMO energy ... -0.1410 Ha
Calculated total energy ... -942.09348 Eh
Charge ... +1
HOMO energy ... -13.4508 eV
HOMO-LUMO gap ... 9.6 eV

# 8
2 unconnected molecules or ions with the total composition C5H10O, computed with wB97M-V/def2-TZVPD.

Each line ends with the Löwdin charge.
CARTESIAN COORDINATES (ANGSTROEM)
C1 -0.433 0.053 -1.898  -0.098
C2 -0.981 0.438 -0.524  -0.221
C3 0.022 1.247 0.260  -0.280
O1 -0.136 1.296 1.702  -0.016
C4 1.016 0.767 1.215  -0.096
C5 0.751 -1.344 1.300  -0.030
H1 -0.148 0.939 -2.477  0.076
H2 -1.180 -0.497 -2.479  0.074
H3 0.457 -0.580 -1.807  0.069
H4 -1.891 1.040 -0.643  0.117
H5 -1.264 -0.451 0.044  0.097
H6 0.237 2.228 -0.175  0.140
H7 1.580 -0.173 1.550  0.046
H8 0.673 -1.676 0.264  0.031
H9 -0.199 -1.346 1.831  0.049
H10 1.497 -1.941 1.837  0.043

Energy above the lowest of the compared OMol25 structures with the same formula, charge and spin ... 120.78 kcal/mol
LUMO energy ... 0.0375 Ha
Calculated total energy ... -271.56014 Eh
HOMO energy ... -8.0160 eV
HOMO-LUMO gap ... 9.0 eV

Q: Which value of calculated total energy does entry 5 give?
A: -927.29022 Eh